43
Properties=species:S:1:pos:R:3 method="wB97M-V/def2-TZVPD" e_homo_ev=-8.5 relative_energy_kj_mol=112.32 multiplicity=1 smiles=CCc1ccccc1OCCCCCNCCO homo_lumo_gap_ev=9.32
H -1.09 -2.74 1.51
H 0.98 2.83 1.58
H 0.46 -2.70 0.65
H -3.63 2.02 0.19
H 5.45 -0.48 0.29
H -1.74 2.68 -1.04
C 0.35 2.60 -0.47
H 2.79 1.46 -1.57
C -2.47 -1.14 -0.25
H 2.75 -1.71 1.04
H -0.55 -1.32 -1.15
C 1.20 2.17 0.73
O -1.22 0.84 -0.26
H 0.44 3.67 -0.64
O 4.74 -2.13 -0.73
H 3.23 2.04 1.39
H -5.79 -1.65 0.20
H 2.98 3.21 0.10
H 4.11 -1.69 -1.32
N 2.78 -0.19 -0.36
C 3.37 -0.85 0.80
C -4.86 -1.11 0.11
H 0.68 2.07 -1.36
C -1.12 2.25 -0.24
H 4.27 1.22 -0.64
C -2.45 0.25 -0.13
H -5.73 0.82 0.41
H -0.22 -1.21 1.32
C 3.18 1.18 -0.59
H -1.42 -2.86 -0.96
H 1.77 -0.25 -0.32
C -3.68 -1.80 -0.13
C -1.19 -1.90 -0.49
C 2.70 2.22 0.45
H 5.18 -1.96 1.23
C -4.83 0.26 0.22
H -1.46 2.65 0.72
C -0.46 -2.15 0.83
H 0.91 1.16 1.03
C -3.63 0.95 0.10
C 4.78 -1.34 0.43
H 3.43 -0.21 1.69
H -3.70 -2.88 -0.22